Molecular formula: C4H12N2
Method: DFT, ωB97M-V/def2-TZVPD

Calculated values
**LUMO level**: 0.0350 Ha
**Relative energy (zero: lowest compared OMol25 entry of this formula, charge and spin)**: 90.7 kcal per mole
**E_HOMO**: -8.748 eV
**Calculated total energy**: -7319.095 eV
**Orbital gap**: 9.6999 eV

Atoms and positions in Å:
C1 -1.511 1.246 -1.712
N1 -1.257 0.486 -0.498
C2 -0.282 -0.573 -0.733
C3 0.084 -1.311 0.556
C4 1.212 -0.716 1.430
N2 1.227 1.131 1.387
H1 -2.185 2.076 -1.497
H2 -0.608 1.672 -2.179
H3 -1.970 0.596 -2.468
H4 -0.775 1.111 0.139
H5 0.635 -0.177 -1.209
H6 -0.729 -1.274 -1.434
H7 0.374 -2.337 0.292
H8 -0.813 -1.387 1.186
H9 1.272 -1.281 2.366
H10 0.916 0.378 2.083
H11 2.243 1.187 1.370
H12 2.168 -0.826 0.923

Löwdin population analysis, charges in e, atoms 1 to 4: C -0.153; N -0.134; C -0.280; C -0.204